Model i:
This record from OMol25 describes 9 unconnected molecules or ions with the total composition C12H42O9. The level of theory is ωB97M-V/def2-TZVPD.

Output
HOMO = -9.6344 eV
Structure (SMILES) = CCO.CCO.CCO.CCO.CCO.CCO.O.O.O
LUMO = -0.08 eV
Gap between HOMO and LUMO = 9.55 eV

Positions of all 63 atoms, in Å:
H 1.14 -1.50 -1.18
H 5.28 -1.61 -0.70
H -0.02 3.67 -1.37
C 4.07 1.13 0.41
H 3.36 -0.85 0.00
C -1.45 1.97 0.79
C -0.60 2.76 1.78
C 1.79 2.72 -2.02
H 1.41 1.78 -1.62
H 0.98 -4.56 1.59
H 0.76 0.85 3.55
O -0.63 -1.72 2.37
H 1.31 3.88 -0.30
H -3.11 0.21 -3.68
H 3.17 1.71 0.26
O -2.63 -1.70 -3.27
C -4.59 -2.21 -0.50
H -3.30 -0.20 -1.99
H 2.27 -2.52 -1.32
C -1.20 0.11 -2.62
H -1.57 0.93 1.11
H -3.41 -1.86 -3.80
H -4.92 -1.18 -0.48
H -2.44 -1.87 -0.34
H 3.67 0.10 -1.46
H -5.38 -2.81 -0.05
O 1.31 5.14 -1.96
C -2.63 -0.32 -2.85
H -0.98 1.89 -0.18
H -1.08 1.19 -2.57
H 0.88 -2.74 3.32
O -3.37 -1.71 1.46
C 0.48 -3.61 1.36
H 0.82 0.48 0.85
O 5.35 -0.68 -0.48
H 1.01 5.04 -2.87
H -4.57 -2.55 -1.54
O 0.68 -0.32 0.33
H -0.48 3.78 1.40
H -0.60 -3.63 3.21
H 1.18 2.72 2.55
H -2.95 -3.41 0.30
C 1.06 3.88 -1.36
H -0.08 0.70 4.83
H -0.81 -0.39 -1.73
H -0.39 -1.11 3.10
H 2.86 2.78 -1.86
H 0.16 -0.91 0.94
O 0.34 0.19 4.13
H -1.19 2.85 2.70
H -2.52 -1.43 1.82
O 1.54 -2.14 -1.80
H -2.47 2.36 0.81
C 0.06 -2.96 2.64
H 1.62 2.66 -3.10
H 4.88 1.75 0.01
O 0.66 2.12 2.00
C 4.05 -0.12 -0.45
H -0.41 -3.93 0.82
H 1.19 -2.98 0.84
H -0.59 -0.29 -3.44
C -3.26 -2.36 0.20
H 4.28 0.83 1.43

Model ii:
This record from OMol25 describes 9 unconnected molecules or ions with the total composition C12H42O9. The level of theory is ωB97M-V/def2-TZVPD.

Output
HOMO = -9.7534 eV
Structure (SMILES) = CCO.CCO.CCO.CO.CO.CO.CO.CO.CO
LUMO = 0.43 eV
Gap between HOMO and LUMO = 10.18 eV

Positions of all 63 atoms, in Å:
H -0.07 -2.00 1.53
H 0.29 4.54 -1.74
H -1.38 6.06 0.47
O -3.50 -0.03 -1.45
C 0.04 -0.20 0.64
H -4.37 0.15 -1.82
H -1.82 0.26 -4.50
H 1.02 2.61 -0.37
H 4.00 0.47 -1.89
H 3.71 -0.89 2.38
H 2.44 -1.36 -0.94
H 4.68 -0.38 -0.54
H -1.96 2.42 1.59
C 4.36 -0.52 -1.58
H 0.21 -1.65 -3.42
H -0.28 -0.75 -0.25
H -4.36 -0.08 0.43
H 3.48 0.40 3.58
H -3.81 -1.64 -0.15
H -0.48 2.45 -1.31
H 3.64 -2.57 -1.36
H -1.13 0.74 -2.99
C -0.94 0.12 -3.86
H 2.57 0.49 2.18
C 3.27 -1.58 -1.61
C -1.45 4.48 1.60
O -1.95 5.75 1.18
H 6.20 -0.57 -2.31
H -1.36 -1.93 -4.32
O 0.85 3.85 -2.10
H -1.82 -2.40 3.89
O -0.20 -1.07 1.74
C 0.04 -4.53 0.11
H 5.40 0.81 2.44
C -0.84 -1.38 -3.52
C -2.53 -1.57 4.05
O 4.59 1.01 1.98
H -2.26 3.15 -0.04
C -2.27 3.31 1.04
O 5.37 -1.05 -2.42
H -2.21 -1.03 -2.12
O 0.77 -3.54 0.83
H -1.86 -0.73 4.26
H 1.03 1.81 -1.89
H -2.99 -1.38 3.08
C 3.57 0.18 2.50
H -4.30 -2.01 4.75
H -0.85 -4.08 -0.31
H -0.26 -5.30 0.82
H 1.10 0.06 0.61
O -1.51 -1.68 -2.30
H 2.86 -1.61 -2.62
H -1.47 4.39 2.68
O -3.43 -1.81 5.10
C -3.56 -0.58 -0.13
C 0.59 2.67 -1.37
H 0.63 -5.00 -0.69
H -0.09 0.47 -4.44
H -0.56 0.70 0.76
H -2.62 -0.35 0.34
H -3.33 3.52 1.22
H -0.40 4.37 1.32
H 1.51 -3.94 1.29

Most stable one: model i, least stable one: model ii.

Model i:
This record from OMol25 describes a molecular structure, C28H25N7PPtSe2. The level of theory is ωB97M-V/def2-TZVPD.

Output
HOMO = -16.1346 eV
Charge = +3
LUMO = -9.76 eV
Gap between HOMO and LUMO = 6.37 eV

Positions of all 64 atoms, in Å:
H 1.04 4.55 3.65
C 0.42 -6.19 1.30
H 2.28 5.19 1.55
H -5.58 4.15 -0.52
H -2.54 -0.45 3.55
C 3.66 -2.54 -3.16
N -0.37 0.78 -1.17
C 0.17 2.98 2.54
N 0.30 2.60 1.28
N -2.55 1.94 0.28
C 1.25 -5.08 1.40
H 0.80 0.86 -4.84
C 1.60 4.36 1.62
C 0.47 0.83 -3.81
H -1.09 -7.17 0.15
C 2.92 -2.16 -0.90
H 3.58 -0.30 -0.01
N -1.26 1.11 2.80
Se 0.53 -1.09 1.65
N 0.94 4.05 2.78
H -0.40 2.79 -3.86
H -1.27 3.75 -2.02
C -1.87 1.14 4.93
C -4.73 3.52 -0.29
P 2.37 -2.77 0.69
H 0.45 -6.96 2.07
C -2.48 2.85 -0.70
C 3.57 -0.91 -0.91
C 0.67 -0.30 -3.03
C 1.20 3.45 0.69
H 3.74 -3.19 -4.03
C 4.27 -1.29 -3.17
C -0.61 1.86 -1.94
H 4.81 -0.96 -4.05
C 0.24 -0.29 -1.73
H -0.77 2.90 5.35
H 1.17 -1.18 -3.42
C 2.98 -2.97 -2.03
H 1.49 3.36 -0.34
C -0.44 -6.31 0.23
H 0.38 -1.14 -1.09
Se -1.59 -1.50 0.86
C -0.69 2.17 3.38
C -0.18 1.91 -3.26
H -2.28 0.96 5.90
N -1.05 2.21 4.67
Pt -0.84 0.83 0.83
H 4.72 0.48 -2.05
N -1.28 2.96 -1.40
H -3.47 4.40 -1.79
H -1.17 -5.43 -1.59
C -2.00 0.46 3.76
H -3.73 0.98 1.68
C 0.34 -4.23 -0.68
C 1.24 -4.10 0.39
C 4.22 -0.47 -2.05
H -5.73 2.37 1.24
C -0.49 -5.32 -0.76
C -3.72 1.76 0.94
H 1.92 -4.98 2.24
H 0.31 -3.47 -1.46
H 2.55 -3.97 -2.02
C -4.82 2.53 0.69
C -3.56 3.67 -1.00

Model ii:
This record from OMol25 describes a molecular structure, C28H25N7PPtSe2. The level of theory is ωB97M-V/def2-TZVPD.

Output
HOMO (spin up / spin down) = -15.9640 / -15.9985 eV
Charge = +3
LUMO (spin up / spin down) = -10.98 / -10.96 eV
Gap between HOMO and LUMO (spin up / spin down) = 4.99 / 5.04 eV

Positions of all 64 atoms, in Å:
H 0.36 1.31 -5.03
H -3.64 0.92 2.05
N 0.61 4.53 2.42
H -1.58 -0.58 3.79
C 3.95 -1.39 -0.73
H 0.72 5.05 3.28
C -0.41 2.34 3.21
H -1.04 0.91 6.03
H -0.47 -5.17 -2.63
C 0.23 0.23 -1.85
N 0.06 2.98 0.98
H 1.45 5.95 1.04
C 0.66 0.30 -3.14
C -0.93 2.04 -3.50
C -5.20 3.41 0.41
H 6.26 -2.22 -3.05
H 1.29 -3.62 -1.88
N -0.43 2.35 4.55
C 4.98 -3.62 -2.06
C 0.77 -4.24 -1.16
H 0.67 -0.48 -1.17
C -4.31 3.53 -0.63
Se 1.07 -1.02 1.28
C -0.87 -5.93 -0.65
H 1.45 -0.36 -3.49
H -1.42 2.76 -4.14
C 1.07 -4.16 0.21
C 3.99 -3.79 -1.11
C 0.06 1.23 -3.99
H 5.31 -0.24 -1.91
C 0.97 5.00 1.18
H -5.68 2.32 2.22
C -1.19 0.41 3.87
C 0.07 3.31 2.26
N -2.97 1.80 0.30
C -0.55 -5.86 0.70
N -0.86 1.17 2.77
H -1.62 -6.63 -0.99
H -0.15 3.11 5.16
C -3.20 2.68 -0.66
Pt -0.97 1.00 0.72
C -1.33 1.92 -2.16
H 5.41 -4.48 -2.56
C -4.98 2.46 1.40
C 5.46 -2.34 -2.34
H 0.75 4.01 -0.78
P 2.25 -2.99 0.82
H -4.46 4.25 -1.42
H -6.08 4.05 0.44
C 0.41 -4.97 1.14
C -0.22 -5.12 -1.58
H 3.64 -4.79 -0.86
Se -1.08 -1.55 0.91
C 4.93 -1.23 -1.68
C 0.62 4.03 0.29
C -0.92 1.14 4.99
N -0.75 1.03 -1.35
C -3.86 1.69 1.32
N -2.34 2.75 -1.75
H 0.68 -4.94 2.19
C 3.44 -2.67 -0.46
H -1.05 -6.51 1.41
H 3.57 -0.53 -0.19
H -2.63 3.42 -2.45

Most stable one: model i, least stable one: model ii.

Model i:
This record from OMol25 describes 2 unconnected molecules or ions with the total composition C3H5F2P. The level of theory is ωB97M-V/def2-TZVPD.

Output
HOMO = -9.7148 eV
Structure (SMILES) = C[C@H](F)C#P.F
LUMO = 0.44 eV
Gap between HOMO and LUMO = 10.15 eV

Positions of all 11 atoms, in Å:
H 1.46 -0.23 -0.21
H 0.81 -1.82 0.20
H -1.94 2.97 -0.55
F -0.69 1.06 -0.84
C -1.71 -0.97 -0.36
F -2.68 2.42 -0.33
H -0.42 -0.73 -1.91
C -0.51 -0.34 -0.91
C 0.64 -0.72 0.09
P -2.95 -1.38 0.45
H 0.26 -0.20 1.01

Model ii:
This record from OMol25 describes C3H5F2P in the gas phase. The level of theory is ωB97M-V/def2-TZVPD.

Output
HOMO = -9.5299 eV
Structure (SMILES) = C/C=C/P(F)F
LUMO = 0.77 eV
Gap between HOMO and LUMO = 10.30 eV

Positions of all 11 atoms, in Å:
F 2.62 -1.16 -1.17
H 0.57 0.04 1.15
F 1.59 -2.34 0.59
H -0.55 2.28 0.75
H -1.72 1.14 1.42
C -0.12 -0.50 -0.75
C -0.13 0.23 0.34
P 1.33 -2.13 -0.99
H -0.77 -0.41 -1.60
H -1.73 1.49 -0.31
C -1.09 1.35 0.56

Model iii:
This record from OMol25 describes 2 unconnected molecules or ions with the total composition C3H5F2P. The level of theory is ωB97M-V/def2-TZVPD.

Output
HOMO = -9.4903 eV
LUMO = 0.23 eV
Gap between HOMO and LUMO = 9.72 eV

Positions of all 11 atoms, in Å:
F 2.77 -0.86 1.18
H 0.05 -2.39 -0.41
P 1.93 1.46 -0.06
H 3.18 2.03 0.25
F 2.88 -0.98 -1.08
C 2.20 -0.38 -0.01
H 1.65 1.47 1.27
H -1.99 -0.84 -0.03
C 0.10 -1.29 -0.24
C -0.87 -0.43 0.02
H -0.71 0.61 0.12

Most stable one: model ii, least stable one: model iii.